(1)
{"formula": "C7H15NO", "method": "ωB97M-V with the def2-TZVPD basis set", "species": ["C", "C", "C", "C", "C", "C", "C", "N", "O", "H", "H", "H", "H", "H", "H", "H", "H", "H", "H", "H", "H", "H", "H", "H"], "positions_angstrom": [[1.670, 0.318, -0.396], [2.843, 1.130, 0.017], [1.835, -1.166, -0.613], [-1.036, -1.058, 0.838], [-2.083, 1.250, 0.902], [-1.561, 0.083, -1.282], [-1.137, 0.291, 0.170], [0.255, 0.870, 0.138], [0.396, 2.054, 0.513], [3.457, 0.552, 0.714], [2.524, 2.071, 0.334], [3.578, 1.251, -0.765], [2.803, -1.590, -0.315], [0.962, -1.687, -0.177], [1.604, -1.225, -1.695], [-0.330, -1.143, 1.681], [-1.956, -1.570, 1.162], [-0.771, -1.879, 0.077], [-3.027, 0.807, 0.983], [-2.364, 2.066, 0.295], [-1.780, 1.571, 1.919], [-0.601, -0.005, -1.880], [-2.303, -0.627, -1.216], [-2.102, 0.929, -1.584]], "atomic_forces_ev_per_a": [[-3.789, -0.162, 2.090], [0.150, -1.550, -0.656], [-1.920, 0.697, -0.986], [0.236, -3.085, -0.352], [1.178, -0.148, 0.672], [2.400, 1.361, 0.574], [0.584, -0.023, 0.108], [5.519, -0.453, -0.857], [-1.113, 1.025, 0.407], [-0.359, 0.213, 0.697], [-0.169, 1.412, 0.880], [-0.063, 0.196, -0.905], [-0.362, 0.248, -0.226], [1.145, 0.034, 0.015], [0.821, -0.848, 0.126], [-0.225, 0.323, -0.400], [-0.324, 1.124, 0.199], [0.140, 1.355, 0.922], [-1.393, -1.477, 0.405], [0.537, 1.461, -0.598], [0.106, -0.191, -0.801], [-1.681, -0.664, 0.275], [-1.082, -2.431, -0.785], [-0.335, 1.583, -0.806]], "e_homo_ev": [-7.40, -7.58], "fmax_ev_per_a": 5.60, "e_above_lowest_kcal_mol": 130.8, "e_lumo_ev": [0.861, 0.780], "spin_multiplicity": 1, "total_charge": 0, "gap_ev": [8.26, 8.36], "energy_ha": -405.528839}



(2)
{"formula": "C7H15NO", "method": "ωB97M-V with the def2-TZVPD basis set", "species": ["C", "C", "C", "C", "C", "C", "C", "N", "O", "H", "H", "H", "H", "H", "H", "H", "H", "H", "H", "H", "H", "H", "H", "H"], "positions_angstrom": [[0.150, 1.523, 0.023], [0.632, 0.813, -1.065], [0.625, -1.769, -0.509], [1.094, 2.341, 0.870], [-1.080, -0.800, 1.307], [-0.363, -2.152, -1.587], [0.327, -0.491, 0.850], [-1.161, 2.037, -0.015], [1.286, -0.496, 1.608], [-1.548, 2.220, 0.904], [-1.806, 1.498, -0.578], [1.695, 0.731, -1.243], [-0.023, 0.547, -1.884], [1.643, -1.625, -0.869], [0.690, -2.563, 0.235], [2.086, 1.892, 0.903], [0.723, 2.395, 1.898], [1.169, 3.359, 0.480], [-1.104, -1.806, 1.730], [-1.361, -0.103, 2.101], [-1.793, -0.739, 0.486], [-0.064, -3.082, -2.083], [-1.366, -2.326, -1.184], [-0.453, -1.403, -2.378]], "atomic_forces_ev_per_a": [[0.742, 1.427, -2.865], [-0.721, 1.664, 1.375], [-0.126, 1.083, 2.183], [-0.127, -0.515, 0.490], [-0.388, 1.521, 0.030], [-0.250, 0.169, -0.142], [1.747, -5.638, -1.577], [0.014, -0.440, 0.547], [-0.733, 1.283, -0.390], [-0.021, -0.034, -0.124], [0.042, 0.069, 0.069], [-0.068, -0.283, 0.324], [-0.069, -0.218, 0.202], [-0.081, 0.262, -0.038], [0.034, -0.268, -0.080], [-0.136, -0.017, -0.010], [0.090, 0.037, 0.025], [-0.136, -0.152, -0.075], [0.335, 0.038, -0.192], [-0.209, -0.049, 0.012], [-0.041, 0.003, 0.077], [0.033, 0.067, 0.111], [0.073, 0.026, 0.003], [-0.003, -0.035, 0.045]], "e_homo_ev": -7.65, "fmax_ev_per_a": 6.11, "e_above_lowest_kcal_mol": 91.1, "e_lumo_ev": 0.588, "spin_multiplicity": 1, "total_charge": 0, "gap_ev": 8.24, "energy_ha": -405.592104}